Entry 1:
Entry from OMol25: one molecule with the formula C3H5NOS at a distorted geometry (ωB97M-V with the def2-TZVPD basis set).

Geometry (Å):
1 C -1.29396 1.24186 -2.04058
2 C -0.97375 0.43434 -1.18978
3 C 0.28960 0.01807 1.23145
4 N 0.63632 -1.66039 -1.13095
5 O -1.65094 -1.53171 0.42170
6 S -0.50652 -0.85719 -0.11441
7 H -1.16073 1.92434 -2.81752
8 H -0.03758 -0.44277 2.17939
9 H 1.45324 -0.25594 1.15610
10 H 0.06411 1.05669 1.14186
11 H 1.00268 -2.30145 -0.47383

Values from the calculation:
* highest occupied orbital energy: -9.1712 eV
* gap between HOMO and LUMO: 0.36045 Eh
* relative energy (zero: lowest compared OMol25 entry of this formula, charge and spin): 559.20 kJ/mol
* structure (SMILES): C#C[S@](C)(=N)=O
* total charge: 0
* E: -645.2987 Eh


Entry 2:
Entry from OMol25: a 13-piece molecular cluster, C52H118N8O23 overall at a distorted geometry (ωB97M-V with the def2-TZVPD basis set).

Geometry (Å):
1 C 12.33566 13.18652 12.02826
2 C 10.89172 13.55914 12.13662
3 C 9.85453 12.46778 12.47100
4 O 10.40596 11.61720 13.49736
5 C 9.65420 10.51122 13.84120
6 N 10.77778 14.66816 13.09416
7 H 12.46138 12.67530 11.07382
8 H 12.67064 12.43602 12.74424
9 H 13.00930 14.03368 12.15722
10 H 10.59748 13.96704 11.16960
11 H 9.62182 11.85744 11.59840
12 H 8.91537 12.90436 12.81084
13 H 10.15892 10.08180 14.70662
14 H 9.44729 9.77804 13.06162
15 H 8.65062 10.75058 14.19282
16 H 9.80324 14.93190 13.06592
17 H 10.98300 14.34728 14.02958
18 C 19.78240 17.52982 15.10538
19 C 20.65678 17.34472 16.35662
20 C 19.92722 17.90942 17.61752
21 O 19.85250 19.33468 17.53152
22 C 21.13390 19.97774 17.66008
23 N 21.04012 15.99504 16.49663
24 H 18.83122 16.99806 15.12902
25 H 20.36516 17.25416 14.22646
26 H 19.63290 18.60312 14.98796
27 H 21.56692 17.92552 16.20698
28 H 20.40727 17.62000 18.55234
29 H 18.98970 17.35902 17.69638
30 H 21.83186 19.84170 16.83396
31 H 21.61022 19.73754 18.61062
32 H 20.88338 21.03428 17.75530
33 H 21.48996 15.91654 17.39750
34 H 20.24722 15.37730 16.59578
35 C 12.79092 9.57404 15.82454
36 C 12.46714 10.89070 16.48728
37 C 13.34220 11.27836 17.72475
38 O 14.71468 11.19250 17.32713
39 C 15.68660 11.87280 18.16716
40 N 12.24352 11.90858 15.49164
41 H 12.43986 8.77796 16.48112
42 H 13.84286 9.47094 15.55822
43 H 12.31514 9.49694 14.84690
44 H 11.49684 10.68138 16.93762
45 H 13.17628 10.63090 18.58579
46 H 13.11664 12.32660 17.92068
47 H 15.67804 11.45414 19.17353
48 H 15.52038 12.94876 18.21990
49 H 16.68992 11.64268 17.80872
50 H 11.74404 12.63038 15.99124
51 H 11.54162 11.52148 14.87714
52 C 16.10490 18.85463 15.87462
53 C 15.91226 20.04548 16.82528
54 C 14.78334 19.76166 17.84044
55 O 13.61410 19.98218 17.08496
56 C 12.37196 19.87905 17.82070
57 N 17.11390 20.24864 17.60074
58 H 16.49216 18.03616 16.48144
59 H 16.79304 18.97838 15.03840
60 H 15.22674 18.47168 15.35474
61 H 15.59082 20.94894 16.30708
62 H 14.79082 20.43311 18.69905
63 H 14.93656 18.72036 18.12388
64 H 12.10000 18.90552 18.22859
65 H 11.63912 20.27380 17.11696
66 H 12.40004 20.69762 18.53990
67 H 17.88571 20.14932 16.95690
68 H 17.23237 19.58342 18.35146
69 C 14.78302 16.13854 11.46664
70 C 15.08664 16.73492 10.07760
71 C 14.44848 18.11510 9.86932
72 O 13.08198 18.27476 10.14080
73 C 12.32686 17.68914 9.13742
74 N 16.52212 16.80264 9.86218
75 H 13.71540 16.19890 11.67790
76 H 15.20080 16.67922 12.31590
77 H 14.98856 15.07188 11.55650
78 H 14.61424 16.09639 9.33112
79 H 14.63542 18.56531 8.89439
80 H 14.96892 18.75116 10.58532
81 H 12.25644 16.61334 9.29806
82 H 12.69562 17.78122 8.11584
83 H 11.29034 18.02254 9.18788
84 H 16.84120 15.84614 9.92034
85 H 16.94020 17.19040 10.69582
86 C 19.26210 9.90914 18.31824
87 C 20.46346 10.91534 18.04475
88 C 20.30990 11.84238 16.79644
89 O 20.46498 10.96886 15.64676
90 C 20.41124 11.73564 14.44622
91 N 20.66842 11.63906 19.27063
92 H 19.48918 9.24208 19.14984
93 H 19.06274 9.22554 17.49298
94 H 18.31084 10.42569 18.44616
95 H 21.33352 10.29598 17.82677
96 H 21.06382 12.62794 16.84752
97 H 19.38788 12.42374 16.79766
98 H 19.48396 12.27692 14.25846
99 H 20.39252 11.04940 13.59956
100 H 21.29676 12.36804 14.38258
101 H 20.95056 11.11950 20.08951
102 H 19.79446 12.08262 19.51466
103 C 17.77048 12.53426 11.83416
104 C 18.06427 14.04800 11.53956
105 C 19.28262 14.64892 12.31956
106 O 20.46624 14.10902 11.78734
107 C 21.60288 14.84112 12.12730
108 N 18.09708 14.27664 10.08300
109 H 17.72218 12.25192 12.88584
110 H 18.54006 11.89798 11.39712
111 H 16.92856 12.17870 11.24016
112 H 17.16588 14.62048 11.77034
113 H 19.29620 14.40054 13.38080
114 H 19.27441 15.73882 12.30742
115 H 21.53914 15.85724 11.73802
116 H 22.53772 14.30216 11.97350
117 H 21.61400 14.88424 13.21638
118 H 17.51698 13.58608 9.62834
119 H 19.04510 14.11550 9.77416
120 C 16.59850 10.54284 21.61482
121 C 17.30585 11.65168 22.42704
122 C 17.29177 13.02910 21.77090
123 O 17.98778 13.05676 20.49208
124 C 17.84678 14.28636 19.73124
125 N 16.79804 11.54460 23.76616
126 H 15.59354 10.83012 21.30560
127 H 16.53258 9.59951 22.15690
128 H 17.23674 10.27108 20.77406
129 H 18.33572 11.29582 22.45586
130 H 17.69885 13.82510 22.39442
131 H 16.26122 13.35600 21.63226
132 H 16.79300 14.53276 19.60118
133 H 18.33974 14.17700 18.76524
134 H 18.30069 15.17664 20.16650
135 H 17.37570 12.13492 24.34750
136 H 17.06455 10.64506 24.14018
137 C 13.92758 15.77668 15.20630
138 C 14.78974 14.68250 15.82204
139 C 15.26294 13.66612 14.78090
140 O 16.66954 13.71344 14.83676
141 C 17.05226 14.43826 15.83776
142 O 18.25421 14.47604 16.14150
143 O 16.01030 15.16440 16.36365
144 H 13.09704 15.38328 14.62018
145 H 14.52752 16.45750 14.60244
146 H 13.41016 16.39604 15.93896
147 H 14.15932 14.10320 16.49664
148 H 14.84810 13.87004 13.79378
149 H 14.85930 12.69270 15.05952
150 C 17.25674 10.22706 15.02238
151 C 17.94406 8.97299 14.51406
152 C 17.24026 7.64222 14.78812
153 O 17.35356 7.01142 13.48026
154 C 17.80332 7.86278 12.50648
155 O 17.80258 7.67760 11.29370
156 O 18.05176 9.07157 13.06576
157 H 16.71865 10.12734 15.96506
158 H 16.51082 10.42100 14.25162
159 H 17.85202 11.13958 15.05444
160 H 18.92979 8.97624 14.97930
161 H 16.21620 7.82724 15.11244
162 H 17.79690 7.17060 15.59794
163 C 13.15882 19.74304 13.15504
164 C 11.65600 19.45957 12.90828
165 C 11.11374 18.25774 13.55158
166 O 9.97908 18.69362 14.18670
167 C 9.91374 20.06571 14.18388
168 O 9.13722 20.72826 14.88004
169 O 10.93160 20.58712 13.41946
170 H 13.33810 20.09806 14.16988
171 H 13.55512 20.49832 12.47638
172 H 13.72586 18.81252 13.12876
173 H 11.44334 19.36093 11.84378
174 H 11.82660 17.87526 14.28210
175 H 10.84270 17.44806 12.87406
176 C 14.48122 17.25112 21.32710
177 C 13.58758 16.35146 20.56190
178 C 14.01500 16.04508 19.13675
179 O 13.76994 14.65382 19.01700
180 C 13.50942 14.11946 20.23456
181 O 13.26808 12.92868 20.44342
182 O 13.49262 15.05762 21.12686
183 H 14.12282 17.50324 22.32514
184 H 14.69596 18.19386 20.82388
185 H 15.44900 16.77136 21.47312
186 H 12.54294 16.66148 20.53460
187 H 15.06886 16.18796 18.89788
188 H 13.34896 16.55811 18.44300
189 C 8.15414 17.46320 16.87092
190 C 9.58478 17.46608 17.38834
191 C 9.68454 17.12245 18.89742
192 O 10.40730 15.91646 18.91797
193 C 10.76084 15.47522 17.69948
194 O 11.49308 14.49444 17.46141
195 O 10.32833 16.34556 16.74213
196 H 7.69162 18.35244 17.29922
197 H 7.51258 16.62748 17.15032
198 H 8.23347 17.76788 15.82738
199 H 10.00440 18.46163 17.24376
200 H 8.67042 16.91030 19.23603
201 H 10.11378 17.92867 19.49228

Values from the calculation:
* highest occupied orbital energy: -8.7404 eV
* gap between HOMO and LUMO: 0.32701 Eh
* relative energy (zero: lowest compared OMol25 entry of this formula, charge and spin): 73.91 kJ/mol
* total charge: 0
* E: -4220.4988 Eh


Entry 3:
Entry from OMol25: one molecule with the formula C4H7N3O at a distorted geometry (ωB97M-V with the def2-TZVPD basis set).

Geometry (Å):
1 C 1.12921 -0.42592 -0.00764
2 C 0.06172 0.67866 -0.00256
3 C 0.63849 1.85765 0.29318
4 C -2.04196 -0.08342 -0.20531
5 H 1.88723 -2.33670 -0.44515
6 H 0.21248 -2.00796 0.00786
7 H 0.34086 2.98983 0.21087
8 H 1.64228 1.88324 1.13956
9 H -1.65510 1.54891 -1.07112
10 H -2.97408 -0.27322 -0.81524
11 H -2.78447 -1.24810 1.19135
12 N 1.01181 -1.73396 -0.38390
13 N -1.22277 0.76507 -0.66795
14 N -1.76102 -0.91381 0.84185
15 O 2.30124 0.05764 0.09823

Values from the calculation:
* highest occupied orbital energy: -8.6924 eV
* gap between HOMO and LUMO: 0.33844 Eh
* relative energy (zero: lowest compared OMol25 entry of this formula, charge and spin): 418.39 kJ/mol
* structure (SMILES): [H]/N=C/NC(=C)C(N)=O
* total charge: 0
* E: -395.9891 Eh


Entry 4:
Entry from OMol25: one molecule with the formula C2H6N2O3 (ωB97M-V with the def2-TZVPD basis set).

Geometry (Å):
1 C 0.27932 1.06148 0.06832
2 C -0.68321 -0.11810 0.03172
3 N 1.41836 0.95518 0.66131
4 N -1.77149 0.16804 -0.85743
5 O 0.25078 -1.12951 -0.84645
6 O 1.16309 -1.74167 0.09745
7 O -0.92989 -0.58199 1.18679
8 H 0.52520 -1.95641 0.81223
9 H 0.00098 2.02767 -0.34525
10 H 1.70371 0.01203 0.94399
11 H 2.07548 1.71976 0.72060
12 H -1.51221 0.06236 -1.83377
13 H -2.52010 -0.47884 -0.63950

Values from the calculation:
* highest occupied orbital energy: -8.9494 eV
* gap between HOMO and LUMO: 0.31572 Eh
* relative energy (zero: lowest compared OMol25 entry of this formula, charge and spin): 522.54 kJ/mol
* total charge: 0
* E: -414.8966 Eh


Entry 5:
Entry from OMol25: one molecule with the formula C3H5NO2S at a distorted geometry (ωB97M-V with the def2-TZVPD basis set).

Geometry (Å):
1 C 0.38368 -0.24435 0.01565
2 C -0.78508 -1.21270 0.03910
3 C -2.20584 -0.56125 -0.00265
4 H 1.87570 1.40998 0.04350
5 H -0.86264 1.46485 0.00524
6 H -0.75334 -1.94010 0.89041
7 H -0.65631 -1.83366 -0.84996
8 H -2.93940 -1.40403 -0.18920
9 N 0.07395 1.04491 -0.00439
10 O 1.06485 1.96946 -0.00030
11 O -2.58297 0.59801 0.00164
12 S 1.91292 -0.84009 -0.01204

Values from the calculation:
* highest occupied orbital energy: -8.8576 eV
* gap between HOMO and LUMO: 0.34006 Eh
* relative energy (zero: lowest compared OMol25 entry of this formula, charge and spin): 210.90 kJ/mol
* structure (SMILES): O=CCC(=S)NO
* total charge: 0
* E: -720.6662 Eh


> The lowest E belongs to which entry?

C52H118N8O23


> The highest highest occupied orbital energy belongs to which entry?

C4H7N3O


> Which of these has the lowest highest occupied orbital energy?

C3H5NOS